Entry from OMol25: C24H32N4OS2Tc as an isolated structure (ωB97M-V/def2-TZVPD).

Output
LUMO energy (alpha / beta) in eV: -0.2 / 0.0
Multiplicity: 2
HOMO (alpha / beta) in eV: -6.518 / -6.607
HOMO-LUMO gap (alpha / beta) in hartree: 0.2324 / 0.2432

Geometry (Å):
1 C 0.57 -4.69 2.83
2 H -2.42 -0.96 2.47
3 C -2.08 0.89 -1.35
4 C 4.68 0.99 -3.23
5 C 0.30 -2.56 1.69
6 C 0.77 -0.27 -3.53
7 S 2.31 0.88 0.69
8 H 1.25 -0.90 -4.30
9 C 2.64 0.27 -2.10
10 H 2.18 -1.70 0.15
11 N -2.22 2.79 1.49
12 C -4.00 4.52 1.66
13 H -0.28 -0.58 -3.48
14 Tc -0.03 0.74 0.89
15 C 3.44 0.36 -3.24
16 C -4.15 1.92 1.93
17 H 1.55 -3.26 -0.34
18 C 0.35 -1.89 2.92
19 O -0.42 2.36 -1.68
20 H -3.46 -1.05 1.03
21 H 3.09 -0.06 -4.17
22 H 6.13 2.00 -2.00
23 H 0.34 4.14 -0.95
24 C -3.32 -0.56 2.00
25 H -2.14 0.95 -2.44
26 C -1.07 -2.41 -0.28
27 C -3.17 0.92 1.83
28 H -4.18 -0.78 2.62
29 H -2.85 1.56 -0.94
30 H 0.66 -5.77 2.78
31 C 3.11 0.84 -0.89
32 H -5.04 4.56 1.97
33 S 0.14 -0.17 3.11
34 N 1.37 -0.41 -2.20
35 H 4.73 1.87 0.03
36 H -2.30 -0.12 -1.01
37 H 1.43 2.75 -0.80
38 H -3.42 5.17 2.32
39 H 0.77 -4.59 4.97
40 C 1.40 -1.82 -1.85
41 H 0.36 -4.48 0.72
42 C -0.74 1.37 -0.85
43 C 5.15 1.53 -2.04
44 C 0.53 -2.65 4.09
45 H 5.26 1.05 -4.14
46 C 4.37 1.45 -0.90
47 C -3.51 3.12 1.71
48 H 0.81 0.77 -3.86
49 C 1.36 -2.18 -0.37
50 H -5.20 1.79 2.14
51 C 0.41 -3.95 1.67
52 N -1.99 1.46 1.57
53 H 1.13 3.48 -2.39
54 H -0.92 -3.43 -0.64
55 H 0.55 -2.30 -2.35
56 H -1.45 3.41 1.29
57 H -1.90 -2.42 0.43
58 H 0.58 -2.13 5.03
59 C 0.64 -4.03 4.05
60 H -1.34 -1.78 -1.13
61 N 0.13 -1.87 0.40
62 C 0.69 3.23 -1.43
63 H 2.30 -2.30 -2.26
64 H -3.93 4.92 0.65